{
  "formula": "C34H35F2GdN2O5Si",
  "method": "wB97M-V/def2-TZVPD",
  "gap_ha": [0.1812, 0.1819],
  "total_energy_ha": -3057.03629,
  "s_squared": 16.12,
  "multiplicity": 8,
  "elements": ["Gd", "Si", "F", "F", "O", "O", "O", "O", "O", "N", "N", "C", "C", "C", "C", "C", "C", "C", "C", "C", "C", "C", "C", "C", "C", "C", "C", "C", "C", "C", "C", "C", "C", "C", "C", "C", "C", "C", "C", "C", "C", "C", "C", "C", "C", "H", "H", "H", "H", "H", "H", "H", "H", "H", "H", "H", "H", "H", "H", "H", "H", "H", "H", "H", "H", "H", "H", "H", "H", "H", "H", "H", "H", "H", "H", "H", "H", "H", "H", "H"],
  "positions_angstrom": [[0.10850, 0.05870, -0.19060], [-1.70040, -3.03400, 0.41080], [0.95120, 3.35030, -4.98140], [-0.43800, -0.99160, -5.88730], [0.03900, 0.83460, 2.42900], [2.06480, 0.19130, 0.84370], [-2.43900, 3.37610, 2.12670], [3.56840, 1.24010, 2.12260], [-1.54580, 1.99260, 0.62420], [0.91580, 2.50910, -0.79310], [1.03110, -2.53500, -0.10960], [-4.20580, -5.23260, -2.08250], [-0.95450, 1.69860, 2.93630], [3.56400, -4.02390, 0.41310], [1.48260, 4.15460, -2.41340], [-2.04730, -1.25190, -0.03390], [-1.66570, 2.36290, 1.77100], [-3.75940, -5.07930, 0.63810], [2.16080, -2.51670, -1.05980], [-4.96580, -6.00170, -1.21700], [-1.65850, -2.24660, 4.50270], [0.28230, 1.19650, -5.42310], [0.63520, 2.13020, -4.47020], [-1.77880, -2.16210, 3.12790], [-3.22330, -4.40050, -1.58060], [-1.23970, -3.42900, 5.08740], [1.35100, 1.01300, 2.98110], [-0.07130, -0.05960, -4.97790], [-0.96250, -4.52260, 4.28550], [-4.74260, -5.91930, 0.14680], [1.02860, 2.86930, -2.08790], [-1.50620, -3.24590, 2.30090], [3.04380, -3.76920, -1.01350], [2.46510, 0.80070, 1.86910], [0.64940, 1.85480, -3.09760], [1.81830, 5.04660, -1.41440], [-0.04930, -3.43970, -0.53260], [2.99620, -2.99380, 1.39010], [-0.06870, -0.37720, -3.63320], [1.48110, -2.93970, 1.24240], [1.25770, 3.37160, 0.15470], [-1.10570, -4.43060, 2.91120], [0.29140, 0.54820, -2.63820], [-2.97150, -4.31090, -0.21300], [1.71500, 4.65410, -0.09000], [3.87400, -3.63340, -1.70960], [3.22870, -3.29870, 2.41230], [-1.89660, -1.39380, 5.12440], [2.47330, -4.63070, -1.36360], [1.48120, 2.01620, 3.39800], [-5.34130, -6.50690, 0.82920], [2.15970, 6.03730, -1.67170], [-3.59640, -5.01360, 1.70440], [-5.73330, -6.65570, -1.60350], [-1.69870, 1.12200, 3.50910], [1.75690, -2.39500, -2.06990], [-1.12890, -3.49740, 6.15980], [-2.64160, -3.79740, -2.26230], [-0.24460, -3.27680, -1.59620], [-2.89800, 3.74830, 1.35340], [4.65420, -3.98470, 0.43810], [-2.10080, -1.23450, 2.67890], [1.05350, -2.25170, 1.98320], [-0.63820, -5.45050, 4.73590], [1.10400, -3.94780, 1.45610], [1.16540, 3.02260, 1.17710], [-0.36820, -1.38660, -3.36800], [-0.90300, -5.30060, 2.30240], [1.51740, 0.28040, 3.77950], [2.77740, -1.63700, -0.84220], [0.28860, 1.45110, -6.46980], [3.44270, -2.01220, 1.22710], [3.25970, -5.02220, 0.74350], [1.99040, 5.31300, 0.71820], [1.58560, 4.47550, -3.43280], [0.25650, -4.48970, -0.42690], [-2.81970, -0.84040, 0.62400], [-0.54620, 2.47060, 3.60070], [-4.38520, -5.27870, -3.14780], [-2.50410, -1.23500, -1.03370]]
}


{
  "formula": "C34H35InN2O",
  "method": "wB97M-V/def2-TZVPD",
  "gap_ha": [0.1646, 0.1642],
  "total_energy_ha": -1691.34658,
  "elements": ["In", "O", "N", "N", "C", "C", "C", "C", "C", "C", "C", "C", "C", "C", "C", "C", "C", "C", "C", "C", "C", "C", "C", "C", "C", "C", "C", "C", "C", "C", "C", "C", "C", "C", "C", "C", "C", "C", "H", "H", "H", "H", "H", "H", "H", "H", "H", "H", "H", "H", "H", "H", "H", "H", "H", "H", "H", "H", "H", "H", "H", "H", "H", "H", "H", "H", "H", "H", "H", "H", "H", "H", "H"],
  "positions_angstrom": [[0.37092, -0.47911, 0.57372], [1.57600, 3.93618, 2.73152], [2.34838, 3.93685, 0.58668], [0.00721, -2.97651, 0.60069], [2.35929, -2.79561, 1.17132], [-0.91007, 2.78854, 3.37057], [3.65799, -3.27907, 1.06596], [-2.84254, 1.00514, 0.81316], [0.31631, -1.32901, -2.08072], [-3.41333, -4.30375, 0.04262], [1.47185, 3.52097, 1.57779], [-1.10876, -3.79226, 0.67976], [-1.54819, -0.02249, -2.41167], [-3.20294, -0.36324, 0.97604], [-1.72527, 1.27852, 1.61911], [0.67844, 0.05181, -1.82041], [0.38221, 4.89515, -2.97612], [1.28017, -3.52850, 0.61582], [-3.41866, -5.43100, 0.87410], [-2.26332, -5.74449, 1.59913], [2.84358, -5.27623, -0.04952], [1.72866, 3.31677, -4.23088], [-2.28706, -3.49569, -0.04686], [-0.99688, 2.58005, 1.85261], [-1.37328, 0.03386, 2.30686], [-2.32170, -0.95798, 1.89815], [2.07172, 3.57219, -1.85187], [-0.50802, 0.84186, -2.04462], [0.70330, 4.27145, -4.18758], [-1.71989, 3.75883, 1.19128], [-1.12155, -4.95299, 1.49945], [0.43268, 2.46570, 1.21897], [-1.04356, -1.35090, -2.44688], [2.79281, 3.15961, -0.58933], [2.41968, 2.97686, -3.06998], [1.08302, 4.55936, -1.81295], [3.90823, -4.51592, 0.45721], [1.53860, -4.79668, 0.02236], [-3.37203, 1.73399, 0.20149], [-0.74927, -0.02159, 3.20346], [-0.40534, 3.73190, 3.58970], [3.23277, 2.25142, -3.09177], [-4.04471, -0.86236, 0.48759], [1.01506, -2.16967, -2.10604], [3.06498, 4.55819, 0.95283], [-0.34133, 1.98638, 3.84969], [-2.24542, -6.62458, 2.24799], [-2.74346, 3.82477, 1.57552], [3.02140, -6.26119, -0.49402], [0.34896, 2.41966, 0.12202], [-0.54852, 1.93023, -2.02440], [4.92639, -4.89079, 0.39020], [-1.59891, -2.22947, -2.77400], [3.87242, 3.35464, -0.70723], [-1.92534, 2.79882, 3.78602], [0.91908, 1.53652, 1.60863], [0.88457, 5.06615, -0.86726], [1.69799, 0.44621, -1.83200], [2.69808, 2.06581, -0.41995], [-2.27095, -2.60919, -0.67954], [2.16058, -1.86647, 1.72152], [-2.55791, 0.27090, -2.67605], [-4.30925, -6.05591, 0.95381], [-1.75128, 3.65233, 0.10170], [-4.29662, -4.05016, -0.54618], [-2.36346, -1.98263, 2.27950], [-0.40049, 5.65000, -2.91714], [0.70163, -5.38064, -0.37069], [0.15524, 4.53711, -5.09753], [1.99076, 2.84315, -5.17520], [4.47292, -2.68654, 1.48724], [-1.18991, 4.68261, 1.44621], [-0.21464, -5.20780, 2.04841]]
}


{
  "formula": "C34H35N5O5",
  "method": "wB97M-V/def2-TZVPD",
  "smiles": "COc1cccc([C@@H]2c3[nH]c4ccccc4c3C[C@H]3C(=O)N(c4ccccc4C(=O)NCCCN4CCOCC4)C(=O)N23)c1",
  "gap_ha": 0.3193,
  "total_energy_ha": -1966.70553,
  "elements": ["O", "O", "O", "O", "O", "N", "N", "N", "N", "N", "C", "C", "C", "C", "C", "C", "C", "C", "C", "C", "C", "C", "C", "C", "C", "C", "C", "C", "C", "C", "C", "C", "C", "C", "C", "C", "C", "C", "C", "C", "C", "C", "C", "C", "H", "H", "H", "H", "H", "H", "H", "H", "H", "H", "H", "H", "H", "H", "H", "H", "H", "H", "H", "H", "H", "H", "H", "H", "H", "H", "H", "H", "H", "H", "H", "H", "H", "H", "H"],
  "positions_angstrom": [[0.90078, 0.15712, 2.08445], [5.40156, -1.73641, -2.25771], [-0.05805, 4.36715, 0.46729], [-1.01070, -3.56643, 2.28063], [0.53444, -0.57508, -0.80923], [0.10094, -2.19268, 0.80677], [4.23213, 0.70171, -1.35843], [2.84514, 0.67556, 1.03208], [-1.53748, -0.88144, 0.12384], [-4.67176, 0.41406, -1.30401], [-7.09977, -0.01160, -1.73399], [1.43049, -2.58656, 1.07319], [-2.27986, 0.18796, -0.51556], [1.94144, -0.18026, 1.54305], [-2.87250, 2.75884, 2.20958], [3.67048, -2.00942, 1.70187], [-4.18067, -1.48208, -0.21133], [-3.34822, -2.48298, 0.52265], [-7.84084, -2.14387, -0.86030], [0.21396, 5.48007, 1.28407], [3.51143, -0.19902, -2.25088], [2.36549, -1.61455, 1.43164], [-5.56172, -1.51936, -0.56704], [-3.68157, -0.29873, -0.68005], [-2.19019, 1.44990, 0.32358], [1.79079, -3.92362, 0.99569], [2.41829, 2.28852, -0.74179], [-1.05226, 3.51334, 0.84251], [2.52280, 2.05721, 0.76578], [-0.98614, -2.64090, 1.51362], [3.75698, 2.07870, -1.45146], [6.09019, -0.86357, -1.39746], [3.09189, -4.29907, 1.27805], [-1.88881, 3.69510, 1.93718], [5.65906, 0.58798, -1.61396], [4.03162, -3.34334, 1.62857], [4.01006, -1.62919, -2.05205], [-2.14163, -1.73833, 1.11046], [-3.03055, 1.64060, 1.41502], [-8.09461, -0.94403, -1.53048], [-6.58772, -2.44414, -0.37625], [-0.22407, -1.11297, -0.03524], [-1.21541, 2.38599, 0.03839], [-5.83311, -0.30622, -1.24857], [-3.80475, 0.92149, 1.63724], [3.54182, -2.29757, -2.77566], [4.50886, 2.71782, -0.97800], [3.65892, 0.09567, -3.30434], [0.48615, 5.17503, 2.29925], [-6.39755, -3.37341, 0.13926], [6.20040, 1.23517, -0.91923], [3.37247, -5.33986, 1.22461], [-3.91324, -2.96479, 1.32082], [-9.09156, -0.74633, -1.89526], [-1.78523, 4.55254, 2.58292], [-4.56200, 1.32933, -1.70533], [1.67483, 1.59780, -1.13844], [3.55876, 0.32030, 0.39548], [-0.55209, 2.25303, -0.80065], [5.04646, -3.63905, 1.84906], [1.57016, 2.27627, 1.25259], [4.39488, -1.26554, 2.00048], [3.75731, -1.96513, -1.03559], [1.04767, -4.65838, 0.72933], [5.89958, -1.14553, -0.34992], [-2.45504, -1.15537, 1.98690], [-7.29570, 0.91574, -2.25185], [2.07597, 3.30790, -0.92360], [-0.63696, 6.16785, 1.32567], [2.44853, -0.17175, -2.01448], [3.66683, 2.39285, -2.50547], [1.06025, 5.98561, 0.82137], [-8.64977, -2.84618, -0.72335], [5.91137, 0.88718, -2.64603], [-3.00200, -3.26435, -0.16191], [3.30255, 2.69630, 1.19576], [-1.80226, 0.36987, -1.48797], [7.15203, -0.98603, -1.61866], [-3.52001, 2.90761, 3.06086]]
}


Which formula does entry 3 have? C34H35N5O5